{
  "formula": "C2H8O",
  "method": "wB97M-V/def2-TZVPD",
  "species": ["C", "H", "H", "H", "H", "C", "O", "H", "H", "H", "H"],
  "positions_angstrom": [[3.240, -5.821, -2.385], [2.699, -6.802, -2.767], [3.209, -5.065, -3.096], [4.270, -5.984, -2.434], [2.820, -5.674, -1.374], [-2.054, 3.699, 0.958], [-1.477, 2.850, 1.843], [-3.136, 3.893, 1.364], [-1.442, 4.531, 0.751], [-2.286, 3.113, -0.014], [-1.434, 1.917, 1.386]],
  "smiles": "CO.C",
  "e_above_lowest_ev": 1.466,
  "spin_multiplicity": 1,
  "total_charge": 0,
  "lumo_ev": 0.91,
  "homo_ev": -10.22,
  "orbital_gap_ev": 11.14,
  "max_force_ev_per_a": 5.13
}